(1)
Molecular formula: CH13N3O4
Method: DFT, wB97M-V/def2-TZVPD

Results
HOMO ... -0.3486 hartree
Multiplicity ... 1
Kohn-Sham gap ... 10.1 eV
SMILES ... N=C(N)N.O.O.O.O
Energy above the lowest of the compared OMol25 structures with the same formula, charge and spin ... 8.22 kcal per mole
Maximum force ... 1.43 eV/Å

Each line ends with the natural charge from an NBO analysis.
Positions of all 21 atoms, in Å:
N1 -0.7867 -0.3197 1.1536  -0.849
C1 -1.7160 0.5584 1.1940  0.598
N2 -2.4947 0.8547 2.2887  -0.840
N3 -2.0570 1.2179 0.0291  -0.840
H1 -0.4628 -0.6302 2.0632  0.359
H2 -3.2692 1.4863 2.2260  0.389
H3 -2.1479 0.6609 3.2139  0.401
H4 -1.2663 1.4429 -0.5566  0.414
H5 -2.8211 1.8684 0.0116  0.382
O1 1.3623 1.4466 -0.6779  -0.958
H6 1.4092 0.7925 -1.3990  0.487
H7 0.9134 0.9062 -0.0092  0.461
O2 2.5283 -0.8085 1.1942  -0.959
H8 2.8352 -1.7063 1.2753  0.472
H9 1.8864 -0.6619 0.5022  0.483
O3 2.3561 -0.7155 -2.3177  -0.978
H10 3.2268 -1.1077 -2.3859  0.479
H11 1.7171 -1.4478 -2.3279  0.497
O4 -0.2391 -1.6228 -1.7987  -0.972
H12 -0.4849 -1.0433 -1.0633  0.501
H13 -0.4890 -1.1711 -2.6157  0.472

(2)
Molecular formula: C20H13ClF6N
Method: DFT, wB97M-V/def2-TZVPD

Results
HOMO ... -0.4617 hartree
Multiplicity ... 1
Kohn-Sham gap ... 6.1 eV
Net charge ... +1
Maximum force ... 2.26 eV/Å

Each line ends with the natural charge from an NBO analysis.
Positions of all 41 atoms, in Å:
F1 -5.4853 2.8882 -0.6663  -0.310
C1 -5.3633 1.6950 -1.3286  0.964
F2 -6.2573 0.8370 -0.7554  -0.308
F3 -5.8099 1.9211 -2.6119  -0.309
C2 -3.9477 1.1657 -1.2980  -0.049
C3 -3.6950 -0.2092 -1.2181  -0.192
C4 -2.3801 -0.6529 -1.1151  -0.070
C5 -1.2577 0.2386 -1.0742  -0.194
C6 0.0343 -0.3455 -0.9147  0.201
C7 1.3414 0.2210 -1.0137  -0.195
C8 1.6564 1.6097 -1.1066  -0.040
C9 2.9679 2.0532 -1.2489  -0.201
C10 4.0249 1.1473 -1.2703  -0.033
C11 5.4390 1.6766 -1.3350  0.964
F4 6.3478 0.8239 -0.7772  -0.308
F5 5.8510 1.8916 -2.6316  -0.310
F6 5.5777 2.8752 -0.6861  -0.310
C12 3.7693 -0.2290 -1.2478  -0.190
C13 2.4564 -0.6739 -1.1396  -0.076
C14 -1.5688 1.6171 -1.2970  -0.107
C15 -2.8875 2.0656 -1.3474  -0.134
H1 -4.5179 -0.9255 -1.2058  0.262
H2 -2.1900 -1.7236 -1.1006  0.237
H3 0.0255 -1.4304 -0.7513  0.251
H4 0.8762 2.3596 -1.1136  0.208
H5 3.1674 3.1257 -1.3262  0.258
H6 4.5925 -0.9459 -1.3058  0.262
H7 2.2601 -1.7421 -1.2094  0.233
H8 -0.7939 2.3497 -1.4811  0.219
H9 -3.0866 3.1399 -1.4143  0.250
Cl1 -0.1993 -3.3895 6.0535  0.055
C16 -0.1452 -2.8136 4.4192  0.011
C17 -0.7581 -1.5961 4.0890  -0.269
C18 -0.6721 -1.1767 2.7534  0.044
N1 -0.0273 -1.8724 1.8064  -0.485
C19 0.5412 -3.0469 2.1401  0.043
C20 0.5165 -3.5685 3.4386  -0.268
H10 -1.2781 -1.0025 4.8405  0.248
H11 -1.1535 -0.2356 2.4407  0.197
H12 1.0375 -3.6041 1.3309  0.199
H13 0.9914 -4.5183 3.6793  0.249

(3)
Molecular formula: C28H60AlBO14S7
Method: DFT, wB97M-V/def2-TZVPD

Results
HOMO ... -0.5260 hartree
Multiplicity ... 1
Kohn-Sham gap ... 2.5 eV
Net charge ... +2
Maximum force ... 5.79 eV/Å

Each line ends with the Löwdin charge.
Positions of all 111 atoms, in Å:
Al1 17.5146 15.2508 19.2534  1.328
B1 16.0113 17.6505 20.3514  -0.298
H1 15.4451 16.7409 20.4786  0.006
H2 15.3163 18.4566 20.5287  0.065
H3 16.7650 17.6773 21.1230  -0.021
H4 16.5369 17.6588 19.4091  -0.065
C1 15.6711 12.6580 24.7268  -0.207
C2 17.1949 12.6746 24.5666  -0.197
C3 17.6342 14.1329 24.3148  -0.148
S1 16.1939 14.9004 23.3919  0.753
O1 16.4367 14.8434 21.9370  -0.406
O2 15.8441 16.1172 24.0961  -0.307
C4 14.9657 13.5040 23.6596  -0.163
H5 15.5286 13.1017 25.7122  0.124
H6 15.3506 11.6168 24.7633  0.128
H7 17.5335 12.0264 23.7584  0.121
H8 17.6170 12.2473 25.4762  0.128
H9 18.5020 14.3513 23.6924  0.100
H10 17.6467 14.7689 25.2000  0.108
H11 14.7713 12.9344 22.7508  0.093
H12 14.0598 14.0757 23.8613  0.096
C5 14.7311 21.6546 17.3253  -0.205
C6 13.6283 22.6363 16.8087  -0.150
C7 12.2709 21.8229 17.0721  -0.165
S2 12.4734 20.9189 18.6912  0.705
O3 12.1022 19.5227 18.4610  -0.360
O4 11.9023 21.6187 19.8346  -0.333
C8 14.2701 21.1662 18.7187  -0.225
H13 15.7925 21.9006 17.3571  0.108
H14 14.8441 20.7998 16.6585  0.088
H15 13.8701 22.9501 15.7933  0.113
H16 13.6953 23.5314 17.4270  0.111
H17 12.2296 21.0348 16.3202  0.084
H18 11.2825 22.2742 16.9857  0.103
H19 14.7703 20.2452 19.0183  0.080
H20 14.5098 21.7245 19.6237  0.088
C9 12.0335 15.9876 21.2637  -0.185
C10 11.4141 14.5357 21.4278  -0.153
C11 12.2959 13.5911 20.5856  -0.185
S3 13.1507 14.6720 19.3051  0.756
O5 12.5633 14.3134 18.0086  -0.325
O6 14.6172 14.5299 19.5396  -0.420
C12 12.5551 16.2724 19.8395  -0.224
H21 12.8784 16.1002 21.9431  0.100
H22 11.3308 16.8141 21.3700  0.112
H23 10.5182 14.4951 20.8083  0.116
H24 11.2285 14.2171 22.4535  0.118
H25 11.8820 12.7421 20.0416  0.107
H26 13.1103 13.1073 21.1248  0.070
H27 11.7540 16.5410 19.1509  0.111
H28 13.3012 17.0613 19.7438  0.082
C13 11.4479 20.6856 24.1576  -0.162
C14 11.5720 19.3353 23.3256  -0.179
C15 12.9923 19.1794 22.7954  -0.199
S4 13.9664 20.6911 23.2771  0.724
O7 14.7123 21.2010 22.1198  -0.312
O8 14.5612 20.4913 24.5710  -0.282
C16 12.4734 21.6810 23.5795  -0.184
H29 11.7037 20.4705 25.1951  0.114
H30 10.3914 20.9486 24.1039  0.121
H31 10.8190 19.4105 22.5411  0.118
H32 11.4329 18.4669 23.9696  0.116
H33 12.9831 19.2095 21.7058  0.082
H34 13.6490 18.3611 23.0909  0.096
H35 12.2383 21.8868 22.5353  0.087
H36 12.7923 22.6331 24.0038  0.121
C17 18.5767 19.7495 22.6071  -0.160
C18 19.5504 19.8443 21.3501  -0.183
C19 20.6177 18.8289 21.5502  -0.192
S5 19.7782 17.3944 22.3250  0.717
O9 20.6901 16.6950 23.2043  -0.289
O10 19.1990 16.5663 21.3004  -0.360
C20 18.5886 18.3712 23.3212  -0.153
H37 17.5697 20.1089 22.3953  0.102
H38 18.9106 20.4979 23.3257  0.117
H39 20.0166 20.8266 21.2725  0.132
H40 18.9385 19.7335 20.4549  0.088
H41 21.4819 19.0622 22.1722  0.128
H42 21.0046 18.4306 20.6122  0.090
H43 19.0534 18.4527 24.3038  0.117
H44 17.6150 17.8836 23.2737  0.078
C21 12.9660 16.1890 14.9631  -0.177
C22 13.9935 16.1305 13.8189  -0.210
C23 15.4318 16.3577 14.2618  -0.192
S6 15.3286 17.1639 15.9460  0.742
O11 16.0346 18.4496 15.9873  -0.356
O12 15.6110 16.1680 16.9897  -0.407
C24 13.4528 17.3851 15.8505  -0.165
H45 13.0245 15.2417 15.4991  0.103
H46 11.9744 16.4330 14.5821  0.125
H47 13.8499 17.0801 13.3035  0.114
H48 13.8431 15.2496 13.1949  0.130
H49 15.9300 17.1146 13.6559  0.097
H50 16.1364 15.5285 14.3249  0.103
H51 13.3777 18.3389 15.3281  0.097
H52 13.0575 17.5398 16.8544  0.078
C25 19.8994 19.8025 15.4098  -0.194
C26 18.7716 20.6562 16.0313  -0.191
C27 18.6015 20.1654 17.4845  -0.203
S7 19.7028 18.7376 17.7879  0.694
O13 19.1386 17.6686 18.5590  -0.389
O14 20.9855 19.3184 18.2388  -0.312
C28 19.9466 18.3549 16.0279  -0.179
H53 20.9000 20.2169 15.5323  0.116
H54 19.7481 19.7963 14.3303  0.116
H55 17.8976 20.6355 15.3804  0.107
H56 19.0619 21.7023 15.9347  0.119
H57 17.5424 19.9085 17.5021  0.074
H58 18.8439 20.8532 18.2946  0.100
H59 19.0386 17.8007 15.7902  0.089
H60 20.8376 17.7309 15.9589  0.114

(4)
Molecular formula: C27H29NO3P2Re
Method: DFT, wB97M-V/def2-TZVPD

Results
HOMO (alpha / beta) ... -0.5217 / -0.5280 hartree
Multiplicity ... 4
Kohn-Sham gap (alpha / beta) ... 6.6 / 5.1 eV
Net charge ... +2
Maximum force ... 5.47 eV/Å

Each line ends with the natural charge from an NBO analysis.
Positions of all 63 atoms, in Å:
C1 -2.1099 2.4497 -3.2155  -0.156
C2 -1.8352 1.2195 -2.6392  0.016
C3 -0.4806 0.7270 -2.8020  0.260
C4 0.5227 1.7475 -2.6528  -0.149
C5 0.2181 3.0413 -3.1560  -0.112
C6 -1.0769 3.3366 -3.5356  -0.162
C7 1.7411 1.2999 -2.0991  0.079
C8 2.1573 -0.0026 -2.4296  -0.154
C9 1.0919 -0.9565 -2.5721  0.268
C10 1.4332 -2.2915 -2.1390  0.000
C11 2.7188 -2.7280 -2.4131  -0.161
C12 3.7362 -1.8278 -2.7279  -0.169
C13 3.4875 -0.4581 -2.6454  -0.126
H1 -3.1470 2.6913 -3.4510  0.253
H2 1.0267 3.7601 -3.3043  0.252
H3 -1.3009 4.2678 -4.0529  0.258
H4 2.4459 2.0253 -1.6300  0.270
H5 2.9047 -3.8054 -2.4257  0.251
H6 4.7197 -2.1810 -3.0151  0.255
H7 4.2773 0.2677 -2.8175  0.248
N1 -0.0972 -0.5376 -3.0542  -0.353
Re1 -0.1630 -0.0697 0.6972  0.534
C14 -2.8010 0.3880 -1.8690  -0.714
H8 -2.8162 -0.6008 -2.3297  0.267
H9 -3.7963 0.8496 -1.8710  0.264
C15 0.3837 -3.1003 -1.4605  -0.692
H10 -0.4573 -3.1590 -2.1514  0.267
H11 0.7711 -4.0971 -1.2123  0.258
P1 -2.3300 0.1456 -0.0226  1.137
P2 -0.2778 -2.3056 0.1829  0.950
C16 0.8892 -3.1961 1.3032  -0.923
H12 0.5641 -3.0255 2.3419  0.253
H13 0.8989 -4.2760 1.0904  0.263
H14 1.8901 -2.7790 1.1529  0.249
C17 -1.7407 -3.4827 0.3637  -0.908
H15 -1.3862 -4.5247 0.4398  0.268
H16 -2.2922 -3.2430 1.2892  0.253
H17 -2.4272 -3.4095 -0.4921  0.247
C18 -2.9227 1.8033 0.5194  -0.934
H18 -3.8638 2.0467 0.0121  0.254
H19 -3.0814 1.7713 1.6083  0.260
H20 -2.1628 2.5559 0.2834  0.277
C19 -3.8132 -0.8446 0.5118  -0.930
H21 -3.7727 -1.0007 1.6046  0.263
H22 -4.7282 -0.2811 0.2800  0.272
H23 -3.8620 -1.8228 0.0172  0.254
C20 -0.7641 -0.5056 2.4577  0.503
O1 -1.1893 -0.7514 3.5076  -0.375
H24 0.8463 0.5326 -0.5321  -0.269
O2 0.7291 3.8769 1.5493  -0.525
C21 0.6856 2.6651 1.6628  0.748
O3 0.0491 1.8885 0.8118  -0.691
C22 1.3288 2.0237 2.8657  -0.111
C23 2.0066 0.7972 2.8934  -0.287
C24 2.4462 0.2944 4.1347  -0.190
C25 2.2063 1.0063 5.3061  -0.183
C26 1.5722 2.2609 5.2587  -0.170
C27 1.1362 2.7614 4.0306  -0.176
H25 2.2407 0.2459 1.9761  0.195
H26 2.9778 -0.6641 4.1786  0.231
H27 2.5204 0.5986 6.2757  0.244
H28 1.4216 2.8503 6.1581  0.244
H29 0.6511 3.7320 3.9538  0.253

(5)
Molecular formula: C27H56Br2IN2O3P
Method: DFT, wB97M-V/def2-TZVPD

Results
HOMO ... -0.1978 hartree
Multiplicity ... 1
Kohn-Sham gap ... 4.9 eV
Maximum force ... 0.41 eV/Å

Each line ends with the Löwdin charge.
Positions of all 92 atoms, in Å:
C1 -4.1357 -3.7350 -7.7981  -0.124
C2 -3.5668 -4.3055 -6.5036  -0.274
C3 -4.6177 -4.3904 -5.3925  -0.231
C4 -4.0387 -4.3646 -3.9763  -0.209
C5 -3.5642 -5.7381 -3.4622  -0.217
C6 -4.0280 -6.0441 -2.0384  -0.214
C7 -3.2976 -5.2133 -0.9632  -0.204
C8 -4.1462 -4.1138 -0.3042  -0.213
C9 -3.7285 -3.8028 1.1428  -0.207
C10 -3.7815 -2.3173 1.5360  -0.215
C11 -2.6022 -1.8994 2.4093  -0.236
C12 -2.6590 -0.4365 2.8486  -0.213
C13 -1.8456 -0.1173 4.1089  -0.196
C14 -0.3954 0.2781 3.8564  -0.234
C15 -0.2811 1.6039 3.1089  -0.259
C16 1.1653 1.9581 2.7667  -0.127
C17 1.5588 2.1660 1.3072  -0.397
C18 0.8196 3.3186 0.5598  -0.651
I1 -1.0722 2.9099 -0.3474  0.986
C19 0.7464 4.6295 1.3858  -0.299
C20 -0.5342 4.9245 2.1686  -0.126
N1 3.0085 2.7463 1.3894  0.151
C21 4.1884 1.9323 0.8645  -0.314
N2 5.3666 2.6139 1.2670  0.004
C22 6.3309 3.0476 0.2483  -0.206
C23 6.1816 4.5165 -0.1322  -0.185
C24 4.7979 4.9131 -0.6797  -0.262
C25 4.8656 5.5802 -2.0487  -0.104
C26 3.9643 0.5559 1.4443  -0.478
P1 5.1766 -0.7986 0.9970  0.687
O1 5.6938 -0.1422 -0.4214  -0.368
Br1 6.8574 -0.2349 2.3907  0.323
O2 2.7403 0.0113 0.9685  -0.224
C27 1.7284 0.8771 0.4783  -0.650
Br2 0.1923 -0.2747 0.3860  0.858
H1 -5.0985 -4.1947 -8.0328  0.072
H2 -3.4686 -3.8975 -8.6452  0.065
H3 -4.3023 -2.6598 -7.7080  0.071
H4 -3.1541 -5.2992 -6.6999  0.106
H5 -2.7334 -3.6870 -6.1598  0.102
H6 -5.3187 -3.5586 -5.5122  0.107
H7 -5.2003 -5.3075 -5.5208  0.110
H8 -4.8000 -3.9807 -3.2921  0.102
H9 -3.2136 -3.6472 -3.9455  0.107
H10 -3.9333 -6.5193 -4.1340  0.103
H11 -2.4723 -5.7989 -3.4923  0.107
H12 -5.1037 -5.8556 -1.9764  0.104
H13 -3.8665 -7.1065 -1.8451  0.102
H14 -2.4085 -4.7585 -1.4091  0.110
H15 -2.9517 -5.8847 -0.1740  0.102
H16 -4.0799 -3.1967 -0.8974  0.098
H17 -5.1958 -4.4156 -0.3388  0.105
H18 -2.7184 -4.1870 1.3137  0.102
H19 -4.3860 -4.3627 1.8123  0.111
H20 -3.7898 -1.6995 0.6325  0.106
H21 -4.7042 -2.1082 2.0835  0.112
H22 -1.6812 -2.0917 1.8442  0.078
H23 -2.5558 -2.5463 3.2917  0.114
H24 -3.7066 -0.1782 3.0333  0.111
H25 -2.3486 0.1952 2.0094  0.073
H26 -1.8486 -1.0105 4.7424  0.107
H27 -2.2945 0.6866 4.6972  0.097
H28 0.0730 0.4315 4.8321  0.109
H29 0.1572 -0.5235 3.3428  0.086
H30 -0.9379 1.6023 2.2403  0.023
H31 -0.6118 2.3475 3.8581  0.053
H32 1.8366 1.2045 3.1986  0.124
H33 1.4022 2.8937 3.2890  0.123
H34 1.4192 3.5227 -0.3314  0.057
H35 1.5746 4.6578 2.1000  0.096
H36 0.9330 5.4457 0.6829  0.108
H37 -0.9352 4.0449 2.6690  0.059
H38 -1.2958 5.3534 1.5214  0.052
H39 -0.3186 5.6514 2.9511  0.086
H40 3.0503 3.6557 0.9259  0.124
H41 3.2161 2.9267 2.3747  0.168
H42 4.1185 1.9257 -0.2233  0.153
H43 5.8206 2.1420 2.0375  0.044
H44 6.2729 2.4146 -0.6438  0.113
H45 7.3256 2.8967 0.6690  0.119
H46 6.9249 4.7232 -0.9079  0.111
H47 6.4590 5.1366 0.7210  0.114
H48 4.1705 4.0203 -0.7843  0.079
H49 4.2888 5.5814 0.0205  0.109
H50 3.8727 5.8387 -2.4180  0.073
H51 5.3286 4.9121 -2.7766  0.078
H52 5.4531 6.4982 -2.0066  0.080
H53 3.9549 0.6383 2.5421  0.119
H54 6.6405 -0.2625 -0.5718  0.053
H55 1.9353 1.1411 -0.5628  0.105
O3 -1.1982 2.6581 5.6226  -0.510
H56 -0.6838 2.9369 6.3857  -0.168

- Which formula does entry 2 have?
  C20H13ClF6N